1.
ORCA calculation (ωB97M-V/def2-TZVPD) on an isolated ion of composition C5H12N3 and charge +1.

Last column: Löwdin charge in e.
Atoms and positions in Å:
C (-0.20311, -1.28814, 0.68307)  0.060
C (0.52684, -0.60415, 1.56034)  -0.029
C (-1.18939, -0.31224, -0.07511)  -0.310
C (-0.02465, -1.15032, -2.09800)  -0.073
C (1.13533, 1.56744, 0.74758)  0.038
N (-1.18089, 0.75225, 0.87622)  0.079
N (-0.47274, -0.00111, -1.27909)  -0.075
N (0.10250, 0.77308, 1.52631)  -0.101
H (-0.03112, -2.30436, 0.32143)  0.130
H (1.30886, -1.05507, 2.06634)  0.122
H (-2.25031, -0.67188, -0.25544)  0.178
H (0.64638, -1.72861, -1.57501)  0.048
H (-0.73709, -1.70679, -2.59861)  0.064
H (0.36376, -0.72839, -3.02451)  0.101
H (1.26103, 1.09500, -0.21027)  0.085
H (1.10748, 2.67044, 0.69772)  0.116
H (2.02675, 1.36202, 1.39580)  0.117
H (-1.52090, 1.60962, 0.65646)  0.110
H (-0.88244, 0.61837, -1.94481)  0.115
H (0.01372, 1.10286, 2.52958)  0.227

Atomic forces in eV per Å
C -0.819 0.557 -0.684
C -2.574 -1.809 -2.654
C 0.244 -1.616 0.097
C -0.149 2.934 -1.003
C 2.449 -0.042 2.035
N 0.599 -2.995 2.071
N 0.911 -0.811 -1.143
N -0.226 2.120 0.615
H -0.175 0.329 0.666
H 1.605 0.253 1.384
H 1.127 0.208 0.551
H 1.665 -1.290 0.706
H -2.381 -1.722 0.030
H 1.141 0.284 0.373
H -0.223 -0.050 -0.224
H -1.096 -0.603 0.204
H -0.224 0.296 -0.899
H -0.793 3.192 -0.890
H -0.930 0.732 0.189
H -0.151 0.031 -1.424

Properties
total charge = +1
SMILES = CN[C@H]1C=C[N@@H+](C)N1



2.
ORCA calculation (ωB97M-V/def2-TZVPD) on a 2-piece molecular cluster, C9H9N3O2 overall.

Last column: Löwdin charge in e.
Atoms and positions in Å:
C (-2.50021, 4.93742, 2.89394)  -0.182
C (-1.34505, 4.75663, 3.63035)  -0.098
C (-0.89606, 3.51062, 3.52900)  -0.100
C (-1.49250, 2.48303, 2.73727)  -0.070
C (-2.51105, 2.85048, 1.87721)  -0.115
C (2.72623, -2.85636, -2.08402)  -0.439
C (2.37363, -2.15780, -0.78424)  0.033
C (0.98479, -2.36171, -0.36438)  -0.045
C (0.26750, -2.81597, -2.65668)  -0.473
H (-3.13012, 5.90681, 3.25066)  0.148
H (-1.10261, 5.48345, 4.31860)  0.083
H (0.01490, 3.16353, 4.02526)  0.110
H (-1.06630, 1.55408, 2.91186)  0.069
H (-2.95505, 2.20886, 1.09942)  0.105
H (1.80320, -3.72636, -3.83344)  0.106
H (3.17083, -1.73349, -0.23393)  0.083
H (0.62165, -1.79076, 0.61729)  0.152
H (-1.04709, -2.55329, -1.16987)  0.212
N (-2.97247, 4.17375, 1.89685)  0.050
N (1.65847, -3.46956, -2.89785)  0.189
N (0.02561, -2.53736, -1.36900)  0.048
O (3.90122, -3.06113, -2.31698)  0.050
O (-0.51800, -2.65871, -3.56634)  0.084

Atomic forces in eV per Å
C -2.496 2.880 -0.446
C -2.252 -0.620 -1.155
C 2.130 -3.509 -0.195
C -0.385 2.895 0.286
C 0.140 2.073 -0.251
C 0.442 -1.123 0.056
C -5.993 -2.646 -0.840
C 3.697 4.139 -0.147
C 2.766 -1.935 -3.148
H 1.301 -2.117 -1.674
H 1.064 1.290 1.280
H -0.286 0.323 0.279
H 0.320 -1.870 -0.360
H 0.243 0.320 0.590
H 0.584 -0.106 -1.374
H 0.411 0.018 0.682
H 0.612 -1.894 -2.197
H 2.905 0.323 -0.202
N 0.221 -1.664 1.650
N -2.322 3.876 4.380
N -2.916 -0.497 2.407
O -0.712 0.209 -0.590
O 0.527 -0.365 0.971

Properties
SMILES = O=c1cc[nH]c(=O)[nH]1.c1ccncc1



Energy above the lowest of the compared OMol25 structures with the same formula, charge and spin, record by record: 94.11 89.72 kcal per mole
HOMO-LUMO gap, record by record: 10.2 9.1 eV